ORCA calculation (the ωB97M-V functional and the def2-TZVPD basis) on a structure of composition C36H40N9O5S2.

Atoms and positions in Å:
N  -5.06  -3.27  3.70
C  -4.34  -3.08  4.93
S  -3.01  -4.30  5.24
O  -2.88  -5.07  4.01
O  -3.38  -5.01  6.45
N  -1.69  -3.45  5.55
S  -1.05  -2.70  4.31
O  -2.04  -2.02  3.50
O  0.07  -1.92  4.76
O  -0.42  -3.83  3.37
H  -4.48  -3.00  2.92
H  -5.34  -4.23  3.59
H  -4.99  -3.19  5.80
H  -3.89  -2.09  4.95
H  -1.12  -4.14  2.78
N  -2.92  -1.74  0.05
C  -2.81  -1.77  -1.27
C  -2.14  -0.80  -2.01
C  -1.58  0.27  -1.33
C  -1.71  0.32  0.05
C  -2.37  -0.71  0.70
H  -3.27  -2.61  -1.77
H  -2.06  -0.89  -3.08
H  -1.04  1.05  -1.86
H  -1.27  1.12  0.62
H  -2.41  -0.74  1.78
N  1.72  1.83  -3.76
C  2.51  2.71  -3.15
C  3.17  2.45  -1.96
C  3.01  1.21  -1.37
C  2.21  0.27  -2.00
C  1.60  0.63  -3.19
H  2.61  3.68  -3.63
H  3.79  3.21  -1.50
H  3.51  0.97  -0.43
H  2.07  -0.71  -1.57
H  0.95  -0.07  -3.70
N  -5.75  1.52  -2.47
C  -6.19  2.74  -2.74
C  -5.95  3.84  -1.94
C  -5.20  3.67  -0.78
C  -4.72  2.40  -0.49
C  -5.02  1.36  -1.36
H  -6.77  2.85  -3.65
H  -6.33  4.81  -2.22
H  -4.99  4.50  -0.13
H  -4.13  2.21  0.40
H  -4.66  0.36  -1.16
N  5.13  -4.08  5.27
C  4.25  -3.22  4.76
C  2.94  -3.10  5.19
C  2.51  -3.92  6.22
C  3.41  -4.83  6.77
C  4.70  -4.87  6.26
H  4.62  -2.60  3.95
H  2.25  -2.40  4.75
H  1.49  -3.86  6.58
H  3.12  -5.49  7.57
H  5.43  -5.56  6.67
N  6.43  1.88  -0.26
C  6.85  1.70  -1.51
C  7.74  2.55  -2.15
C  8.22  3.65  -1.45
C  7.78  3.86  -0.15
C  6.89  2.95  0.40
H  6.45  0.83  -2.02
H  8.05  2.35  -3.17
H  8.91  4.34  -1.92
H  8.12  4.70  0.43
H  6.53  3.07  1.41
N  -5.91  4.91  -5.29
C  -5.93  4.19  -6.41
C  -6.13  4.73  -7.67
C  -6.33  6.10  -7.77
C  -6.31  6.86  -6.61
C  -6.10  6.22  -5.40
H  -5.77  3.12  -6.29
H  -6.13  4.10  -8.54
H  -6.49  6.56  -8.73
H  -6.46  7.93  -6.64
H  -6.07  6.78  -4.47
N  3.11  -2.63  -0.42
C  2.88  -2.85  0.87
C  3.74  -3.57  1.70
C  4.90  -4.08  1.15
C  5.16  -3.86  -0.20
C  4.24  -3.13  -0.93
H  1.96  -2.44  1.27
H  3.49  -3.72  2.74
H  5.60  -4.64  1.76
H  6.05  -4.24  -0.67
H  4.40  -2.93  -1.99

Results
- frontier orbital gap (Ha) = 0.289
- LUMO level (eV) = 1.956
- charge = -1

ORCA calculation (the ωB97M-V functional and the def2-TZVPD basis) on a cluster of 2 separate species, C4H5O3S2 in total.

Atoms and positions in Å:
C  1.29  -0.79  -0.14
C  -1.03  -1.39  0.85
C  0.14  -0.97  0.42
C  1.89  0.51  -0.66
O  -1.26  1.68  -1.23
O  -1.36  2.08  1.19
O  -3.03  0.57  0.16
S  -1.85  -2.68  0.01
S  -1.74  1.24  0.07
H  2.16  -1.52  -0.11
H  -1.42  -1.07  1.80
H  2.55  0.17  -1.46
H  1.13  1.29  -0.99
H  2.53  0.87  0.08

Results
- frontier orbital gap (alpha / beta) (Ha) = 0.218 / 0.219
- LUMO level (alpha / beta) (eV) = 2.519 / 2.531
- charge = -1

ORCA calculation (the ωB97M-V functional and the def2-TZVPD basis) on a cluster of 2 separate species, C3H3N3O in total.

Atoms and positions in Å:
N  -1.38  0.02  -1.42
C  -0.43  -0.03  -0.69
N  -0.99  -2.30  0.34
N  -0.49  -2.02  1.28
O  0.45  2.41  0.16
C  1.09  1.41  0.42
C  0.70  0.07  0.01
H  -2.34  -0.25  -1.26
H  2.03  1.45  1.01
H  1.36  -0.78  0.15

Results
- frontier orbital gap (Ha) = 0.361
- SMILES = N=C=CC=O.N#N
- LUMO level (eV) = 0.499

ORCA calculation (the ωB97M-V functional and the def2-TZVPD basis) on a structure of composition C38H24BrF5NO4P2S2SeTi.

Atoms and positions in Å:
Ti  -0.87  -1.34  1.95
O  -0.40  -3.08  -1.86
C  -0.33  -2.79  -0.57
O  -1.26  -2.29  0.08
C  0.98  -2.95  0.12
C  2.09  -3.66  -0.29
C  3.20  -3.63  0.55
C  3.16  -2.89  1.73
C  2.00  -2.21  2.05
N  0.95  -2.27  1.26
C  1.76  -1.30  3.25
O  2.67  -1.06  4.03
O  0.56  -0.83  3.26
H  -1.30  -2.84  -2.16
H  2.07  -4.23  -1.21
H  4.08  -4.19  0.28
H  4.01  -2.83  2.40
S  -2.87  -0.18  3.00
P  -1.94  1.30  1.98
C  -0.85  0.60  0.91
P  -0.82  0.85  -0.77
S  -2.16  0.09  -2.04
C  -0.73  2.67  -1.11
C  -1.62  3.30  -1.96
C  -1.57  4.67  -2.15
C  -0.62  5.43  -1.49
C  0.29  4.81  -0.64
C  0.23  3.44  -0.45
C  0.87  0.30  -1.27
C  1.90  0.29  -0.34
C  3.18  -0.13  -0.69
C  3.43  -0.56  -1.99
C  2.40  -0.56  -2.93
C  1.13  -0.14  -2.57
C  -1.09  2.33  3.24
C  -1.81  2.88  4.30
C  -1.17  3.66  5.25
C  0.20  3.89  5.15
C  0.92  3.33  4.11
C  0.27  2.55  3.16
C  -3.13  2.48  1.26
C  -2.91  3.86  1.29
C  -3.78  4.72  0.63
C  -4.87  4.21  -0.07
C  -5.07  2.84  -0.12
C  -4.21  1.98  0.54
H  -2.36  2.69  -2.47
H  -2.29  5.16  -2.81
H  -0.58  6.51  -1.63
H  1.04  5.39  -0.11
H  0.93  2.95  0.22
H  1.68  0.59  0.68
H  3.96  -0.14  0.05
H  4.41  -0.90  -2.27
H  2.59  -0.91  -3.93
H  0.31  -0.17  -3.28
H  -2.87  2.68  4.39
H  -1.73  4.08  6.07
H  0.70  4.49  5.90
H  1.99  3.47  4.05
H  0.82  2.06  2.36
H  -2.06  4.26  1.82
H  -3.60  5.79  0.66
H  -5.54  4.88  -0.59
H  -5.91  2.43  -0.68
H  -4.36  0.90  0.50
F  2.98  -5.95  -5.76
C  2.24  -6.02  -4.64
C  0.88  -5.79  -4.66
F  0.29  -5.48  -5.83
C  0.13  -5.87  -3.50
F  -1.18  -5.62  -3.62
C  0.68  -6.20  -2.25
Se  -0.36  -6.29  -0.67
C  2.06  -6.42  -2.28
F  2.72  -6.71  -1.15
C  2.83  -6.34  -3.42
F  4.16  -6.56  -3.37
Br  -1.52  -3.53  3.14

Results
- frontier orbital gap (alpha / beta) (Ha) = 0.226 / 0.227
- <S²> = 0.7548
- multiplicity = 2
- LUMO level (alpha / beta) (eV) = 4.034 / 4.034
- charge = -2

ORCA calculation (the ωB97M-V functional and the def2-TZVPD basis) on a structure of composition C11H16FeO8P.

Atoms and positions in Å:
O  -4.49  3.48  -0.30
C  -3.85  2.56  -0.13
Fe  -0.11  0.21  -0.09
O  -2.88  -0.45  0.69
C  -1.79  -0.30  0.39
C  1.54  0.79  -0.57
O  2.62  1.10  -0.84
C  0.25  0.77  1.60
O  0.42  1.16  2.68
C  -0.43  -0.33  -1.79
O  -0.65  -0.56  -2.89
H  -0.50  1.66  -0.41
C  1.44  -4.52  -2.61
C  0.63  -4.00  -1.43
O  1.19  -2.81  -0.82
P  0.98  -1.70  0.36
O  2.53  -1.56  0.90
C  3.60  -2.54  0.59
C  3.47  -3.80  1.39
O  0.24  -2.41  1.67
C  0.91  -2.52  3.00
C  0.07  -2.17  4.22
H  1.46  -3.84  -3.47
H  0.95  -5.43  -2.98
H  2.46  -4.82  -2.36
H  -0.37  -3.75  -1.76
H  0.61  -4.76  -0.65
H  3.60  -2.73  -0.49
H  4.47  -1.97  0.87
H  2.58  -4.38  1.09
H  4.35  -4.44  1.23
H  3.40  -3.57  2.46
H  1.19  -3.58  3.02
H  1.81  -1.90  3.01
H  -0.86  -2.74  4.28
H  0.67  -2.46  5.09
H  -0.11  -1.09  4.33

Results
- frontier orbital gap (alpha / beta) (Ha) = 0.260 / 0.192
- <S²> = 8.8068
- multiplicity = 6
- LUMO level (alpha / beta) (eV) = -8.369 / -12.844
- charge = +2

ORCA calculation (the ωB97M-V functional and the def2-TZVPD basis) on a structure of composition C35H21Cl5F5N2O3PRuSTe.

Atoms and positions in Å:
Ru  -0.12  -0.77  0.44
Cl  0.77  -0.76  3.48
C  -0.64  -1.76  3.38
C  -1.21  -1.87  2.11
C  -2.34  -2.68  2.03
Cl  -3.09  -2.89  0.49
C  -2.87  -3.34  3.13
Cl  -4.25  -4.36  2.96
C  -2.27  -3.19  4.38
Cl  -2.90  -4.02  5.75
C  -1.14  -2.39  4.51
Cl  -0.39  -2.21  6.05
N  1.81  -2.42  0.60
N  2.81  -2.12  -0.36
C  2.54  -1.25  -1.44
O  3.34  -1.24  -2.36
O  1.53  -0.49  -1.31
H  2.25  -2.52  1.51
H  1.30  -3.27  0.37
H  3.45  -2.87  -0.61
F  -2.10  -7.01  -3.95
C  -1.67  -5.88  -3.34
C  -2.10  -4.63  -3.79
F  -2.93  -4.57  -4.85
C  -1.67  -3.48  -3.16
F  -2.10  -2.29  -3.64
C  -0.81  -3.48  -2.03
O  -0.47  -2.41  -1.45
C  -0.39  -4.78  -1.64
F  0.47  -4.89  -0.59
C  -0.79  -5.94  -2.27
F  -0.34  -7.13  -1.84
Te  -2.04  -0.28  -1.38
C  -3.79  0.90  -1.09
C  -3.99  2.24  -1.25
C  -5.35  2.62  -1.25
C  -6.18  1.56  -1.09
S  -5.31  0.08  -0.93
H  -3.17  2.94  -1.37
H  -5.69  3.63  -1.39
H  -7.26  1.55  -1.06
C  5.70  1.13  0.08
C  4.97  0.44  1.03
C  3.59  0.53  1.03
C  2.94  1.32  0.10
C  3.67  2.04  -0.84
C  5.05  1.93  -0.85
P  1.13  1.31  0.20
C  0.56  2.40  -1.15
C  0.91  2.12  -2.48
C  0.46  2.95  -3.49
C  -0.35  4.03  -3.21
C  -0.73  4.29  -1.91
C  -0.28  3.48  -0.88
C  0.93  2.42  1.66
C  -0.22  2.26  2.42
C  -0.42  3.02  3.56
C  0.55  3.93  3.96
C  1.71  4.08  3.21
C  1.89  3.33  2.06
H  6.78  1.05  0.06
H  5.48  -0.17  1.77
H  3.00  -0.02  1.76
H  3.18  2.68  -1.55
H  5.63  2.48  -1.59
H  1.51  1.26  -2.70
H  0.74  2.73  -4.51
H  -0.70  4.68  -4.01
H  -1.38  5.12  -1.68
H  -0.58  3.68  0.14
H  -0.97  1.52  2.11
H  -1.32  2.91  4.14
H  0.41  4.51  4.86
H  2.46  4.79  3.52
H  2.80  3.45  1.48

Results
- frontier orbital gap (alpha / beta) (Ha) = 0.237 / 0.193
- <S²> = 0.9422
- multiplicity = 2
- LUMO level (alpha / beta) (eV) = 1.631 / 0.826
- charge = -1